<P>
Formula: C4H5N3O2S
Source: the OMol25 dataset
Level of theory: the ωB97M-V functional and the def2-TZVPD basis

CARTESIAN COORDINATES (ANGSTROEM)
1 C -0.06874 1.65990 -0.78428
2 C 1.18694 1.24968 -0.99928
3 C -1.08589 0.70853 -0.52119
4 C 0.40660 -1.06858 -0.75212
5 N 1.43127 -0.08754 -0.92123
6 N -0.80084 -0.51099 -0.42481
7 N -0.02991 -1.67478 3.36206
8 O -2.29351 1.11786 -0.32637
9 O 0.67703 -2.26932 -0.82735
10 S -1.25545 -1.48467 2.46946
11 H -0.53556 2.71099 -0.76792
12 H 2.03363 1.93437 -1.14576
13 H 2.34324 -0.37008 -1.01689
14 H 0.78939 -2.12227 2.92837
15 H -2.79821 0.20692 -0.27269

Computed properties:
- SMILES string = O=c1nc(O)cc[nH]1.N=S
- orbital gap (alpha / beta) (eV) = 7.378 / 7.376
- M (g mol⁻¹) = 159.170
- multiplicity = 1


<Q>
Formula: C4H5N3O2S
Source: the OMol25 dataset
Level of theory: the ωB97M-V functional and the def2-TZVPD basis

CARTESIAN COORDINATES (ANGSTROEM)
1 C -4.07807 0.32689 -0.23333
2 C -2.02226 0.06181 -0.26005
3 C 0.26674 0.06369 -0.17504
4 C 1.38150 -0.70617 -0.82379
5 N -3.51464 1.51034 -0.08555
6 N -2.22871 1.31612 -0.10640
7 N 0.28896 1.07463 0.55861
8 O -0.90257 -0.60952 -0.22079
9 O -3.19325 -0.65382 -0.39717
10 S 1.60889 2.05125 0.71246
11 H -5.17931 0.21041 -0.33254
12 H 2.32666 -0.12069 -0.67447
13 H 1.07736 -0.81362 -1.87070
14 H 1.39295 -1.61701 -0.41436
15 H 0.95287 3.01348 1.62468

Computed properties:
- SMILES string = C/C(=N\S)Oc1nnco1
- orbital gap (eV) = 9.351
- M (g mol⁻¹) = 159.170
- multiplicity = 1


Q: Which of them is the least stable? A: <Q>.


<P>
Formula: C3H12NS
Source: the OMol25 dataset
Level of theory: the ωB97M-V functional and the def2-TZVPD basis

CARTESIAN COORDINATES (ANGSTROEM)
1 C 0.29929 2.37303 0.46218
2 N 1.72348 1.53062 0.13620
3 H 0.63114 3.23349 1.13923
4 H -0.06092 2.76490 -0.63129
5 H -0.48360 1.65018 0.87610
6 H 2.27345 1.28464 0.97432
7 H 2.28232 2.41968 -0.32634
8 H 1.68816 0.48320 -0.35411
9 C -1.79471 -1.23757 -0.01225
10 C -0.71773 -2.27200 -0.07929
11 S 0.83189 -1.60669 -0.63964
12 H -2.33537 -0.97024 -0.94676
13 H -1.34782 -0.18889 0.25972
14 H -2.59968 -1.43963 0.76406
15 H -0.51639 -2.65003 0.91436
16 H -0.85732 -3.31009 -0.69408
17 H 0.98382 -2.06460 -1.84242

Computed properties:
- orbital gap (eV) = 9.431
- M (g mol⁻¹) = 94.203
- net charge = +1
- multiplicity = 1


<Q>
Formula: C3H12NS
Source: the OMol25 dataset
Level of theory: the ωB97M-V functional and the def2-TZVPD basis

CARTESIAN COORDINATES (ANGSTROEM)
1 C 0.88550 -0.74036 -0.60740
2 C 1.18396 -0.72335 0.89805
3 C 0.02682 -0.04302 1.62689
4 S 0.40392 0.18078 3.39498
5 H 1.59275 -1.31881 -1.19963
6 H 1.00209 0.28818 -0.97754
7 H -0.13260 -1.11096 -0.78477
8 H 1.39514 -1.71093 1.29733
9 H 2.07320 -0.09827 0.99855
10 H -0.85172 -0.68695 1.52957
11 H -0.20893 0.91650 1.15493
12 H -0.78454 0.69668 3.73792
13 N -1.34523 0.86835 -2.22737
14 H -2.19685 0.49815 -2.63969
15 H -0.64133 0.12551 -2.07826
16 H -0.90127 1.57702 -2.81845
17 H -1.50092 1.28149 -1.30511

Computed properties:
- orbital gap (eV) = 7.547
- M (g mol⁻¹) = 94.203
- net charge = +1
- multiplicity = 1


Q: Which of them is the least stable? A: <P>.


<P>
Formula: CH6N4S
Source: the OMol25 dataset
Level of theory: the ωB97M-V functional and the def2-TZVPD basis

CARTESIAN COORDINATES (ANGSTROEM)
1 C 0.17104 0.51750 0.01174
2 H -0.84166 -2.09752 0.37643
3 H -2.47963 -1.05539 -1.04364
4 H -1.85540 1.12563 1.37921
5 H 0.13969 2.22848 0.07425
6 H 0.75754 -1.53130 -0.61723
7 H 2.86736 0.63012 -0.49822
8 N -1.86692 -0.92100 0.19939
9 N -1.37005 0.44930 0.17156
10 N 0.81601 1.61401 -0.10201
11 N 1.01476 -0.56770 -0.20993
12 S 2.64726 -0.39213 0.25846

Computed properties:
- orbital gap (eV) = 8.374
- M (g mol⁻¹) = 106.154
- multiplicity = 1


<Q>
Formula: CH6N4S
Source: the OMol25 dataset
Level of theory: the ωB97M-V functional and the def2-TZVPD basis

CARTESIAN COORDINATES (ANGSTROEM)
1 C 0.36344 0.53492 -0.01351
2 H -0.16126 -0.21757 -2.89937
3 H 0.04723 1.78851 -1.73238
4 H -1.21460 -0.71493 -0.66096
5 H 1.34578 0.33369 1.66824
6 H -0.63767 -0.90882 2.84185
7 H -0.03242 -2.16778 1.40444
8 N -0.71657 0.52957 -2.09335
9 N -0.29895 -0.19697 -0.84354
10 N 0.33167 0.15276 1.30018
11 N -0.36597 -0.94880 1.79995
12 S 1.33933 1.81541 -0.77155

Computed properties:
- orbital gap (eV) = 8.008
- M (g mol⁻¹) = 106.154
- multiplicity = 1


Q: Which of them is the least stable? A: <P>.


<P>
Formula: C2H7N2OPS
Source: the OMol25 dataset
Level of theory: the ωB97M-V functional and the def2-TZVPD basis

CARTESIAN COORDINATES (ANGSTROEM)
1 C 1.15095 0.68668 0.56200
2 C 1.35705 -0.87488 0.28016
3 N 0.67302 1.32317 -0.63149
4 N -1.89824 0.25264 -0.31292
5 O -2.75152 -1.03903 -0.43529
6 P -0.51060 0.53039 -1.48322
7 S 0.05939 -1.42391 -0.87851
8 H 0.26501 0.62836 1.27504
9 H 2.05202 1.12806 1.16767
10 H 2.35652 -0.96930 -0.11852
11 H 1.23397 -1.40619 1.12805
12 H 0.35466 2.22201 -0.36496
13 H -1.87200 -2.11669 0.00782
14 H -2.47021 1.05867 -0.19581

Computed properties:
- orbital gap (eV) = 8.260
- M (g mol⁻¹) = 138.132
- multiplicity = 1


<Q>
Formula: C2H7N2OPS
Source: the OMol25 dataset
Level of theory: the ωB97M-V functional and the def2-TZVPD basis

CARTESIAN COORDINATES (ANGSTROEM)
1 C 0.97373 -0.64593 0.60044
2 C 1.07790 0.79980 0.03968
3 N -0.46963 -0.94686 0.77155
4 N -1.58509 0.11553 -1.59748
5 O -3.46981 -0.04346 0.92876
6 P -1.60084 0.13283 0.09194
7 S -0.32303 1.92938 0.56565
8 H 1.40656 -1.38722 -0.11455
9 H 1.35019 -0.67323 1.59541
10 H 2.10075 1.17244 0.28138
11 H 1.05027 0.84574 -1.11524
12 H -0.78000 -1.93393 0.80770
13 H -2.31550 -0.62850 -1.79219
14 H -2.08271 1.06773 -1.72463

Computed properties:
- SMILES string = N[P@@]1(=O)NCCS1
- orbital gap (eV) = 9.254
- M (g mol⁻¹) = 138.132
- multiplicity = 1


Q: Which of them is the least stable? A: <P>.


<P>
Formula: C5H14N2O
Source: the OMol25 dataset
Level of theory: the ωB97M-V functional and the def2-TZVPD basis

CARTESIAN COORDINATES (ANGSTROEM)
1 C -0.88734 1.87637 2.22761
2 C -0.29922 1.24483 0.95731
3 C -0.09891 -0.29634 1.12391
4 C 1.05012 -0.75269 0.26009
5 C 1.01651 -1.73325 -0.63154
6 N 2.10419 -2.02841 -1.46840
7 N -1.01621 1.49743 -0.27885
8 H -0.20526 1.94786 3.07899
9 H -1.78734 1.34742 2.54898
10 H -1.06266 2.92848 1.96050
11 H 0.70239 1.66359 0.82574
12 H 0.04522 -0.58655 2.14899
13 H -1.02253 -0.73887 0.73837
14 H 1.98349 -0.30316 0.49902
15 H 0.22632 -2.43980 -0.83830
16 H 2.79980 -1.32492 -1.61639
17 H 2.03834 -2.82688 -2.06566
18 H -0.67946 2.37341 -0.68855
19 H -2.01435 1.59305 -0.12403
20 H -0.82818 -1.45362 -2.16824
21 H -1.02910 -0.53326 -3.38505
22 O -1.03581 -1.45469 -3.10449

Computed properties:
- orbital gap (alpha / beta) (eV) = 2.432 / 8.398
- M (g mol⁻¹) = 118.180
- net charge = -1
- multiplicity = 2


<Q>
Formula: C5H14N2O
Source: the OMol25 dataset
Level of theory: the ωB97M-V functional and the def2-TZVPD basis

CARTESIAN COORDINATES (ANGSTROEM)
1 C 2.43654 1.66970 -1.24687
2 C 2.65256 0.84571 0.17297
3 C 1.22839 0.91290 0.91279
4 C -0.00783 0.45391 0.03138
5 N -0.95225 0.06566 1.00416
6 C -1.76831 -1.12162 0.75684
7 N -2.99320 -1.27553 0.79711
8 H 1.91835 1.04247 -1.95891
9 H 1.85254 2.51015 -1.13007
10 H 3.31025 2.16696 -1.55310
11 H 3.35368 1.34093 0.85130
12 H 2.90149 -0.27297 -0.07293
13 H 1.08796 1.85515 1.41670
14 H 1.17913 0.14295 1.70333
15 H -0.24592 1.39498 -0.65339
16 H 0.32055 -0.39536 -0.55289
17 H -1.43189 0.78268 1.52318
18 H -1.07527 -1.94751 0.56090
19 H -3.53814 -0.40294 1.02258
20 H -3.45774 -4.07015 -1.24570
21 H -3.35923 -2.59166 -0.79480
22 O -3.41165 -3.10639 -1.54458

Computed properties:
- orbital gap (alpha / beta) (eV) = 2.494 / 9.136
- M (g mol⁻¹) = 118.180
- net charge = -1
- multiplicity = 2


Q: Which of them is the least stable? A: <Q>.


<P>
Formula: C3HClO
Source: the OMol25 dataset
Level of theory: the ωB97M-V functional and the def2-TZVPD basis

CARTESIAN COORDINATES (ANGSTROEM)
1 C -0.44594 0.24004 -0.43829
2 C 0.72852 0.36046 1.39533
3 C 0.19422 -0.23908 -1.40958
4 O 0.95498 -0.59313 -2.23514
5 Cl 0.07344 -0.04152 2.74041
6 H -1.50520 0.27324 -0.05273

Computed properties:
- orbital gap (eV) = 7.452
- M (g mol⁻¹) = 88.493
- multiplicity = 1


<Q>
Formula: C3HClO
Source: the OMol25 dataset
Level of theory: the ωB97M-V functional and the def2-TZVPD basis

CARTESIAN COORDINATES (ANGSTROEM)
1 C 0.77874 0.76992 -0.06239
2 C -0.93360 -0.54620 -1.70431
3 C -0.00101 0.56896 -1.03190
4 O -1.07109 0.79488 -1.85185
5 Cl -2.19881 -1.56755 -1.25511
6 H 1.31001 1.73171 0.24593

Computed properties:
- orbital gap (alpha / beta) (eV) = 7.496 / 8.579
- M (g mol⁻¹) = 88.493
- multiplicity = 1


Q: Which of them is the least stable? A: <Q>.


<P>
Formula: C7H15NO2S
Source: the OMol25 dataset
Level of theory: the ωB97M-V functional and the def2-TZVPD basis

CARTESIAN COORDINATES (ANGSTROEM)
1 C -2.14241 -0.00052 -1.17126
2 C -1.99618 -0.03477 1.27366
3 C -0.90455 1.78104 0.02109
4 C 3.20249 -0.91457 -0.72924
5 C 1.22315 -0.02182 1.00269
6 C 0.02837 -0.58664 -0.07940
7 C -1.27455 0.28176 -0.00455
8 N -0.36798 -1.89717 0.28048
9 O 0.51000 -2.75030 0.55616
10 O 2.48177 1.57099 -0.89922
11 S 2.81584 0.67380 0.20919
12 H -3.07085 0.54886 -1.10163
13 H -1.79353 0.42955 -2.19001
14 H -2.14056 -1.08956 -1.21811
15 H -1.49498 0.18515 2.22774
16 H -2.29572 -1.11313 1.10155
17 H -2.97714 0.38813 1.31980
18 H -1.27472 2.12862 0.94320
19 H 0.18656 1.92598 -0.16491
20 H -1.34977 2.35316 -0.77549
21 H 4.27996 -0.80505 -0.58870
22 H 2.94818 -0.68675 -1.73246
23 H 2.94265 -1.88945 -0.44214
24 H 1.37920 -0.86574 1.71811
25 H 0.64984 0.83845 1.48642
26 H 0.43494 -0.45002 -1.04296

Computed properties:
- orbital gap (alpha / beta) (eV) = 8.599 / 8.597
- M (g mol⁻¹) = 177.269
- multiplicity = 1


<Q>
Formula: C7H15NO2S
Source: the OMol25 dataset
Level of theory: the ωB97M-V functional and the def2-TZVPD basis

CARTESIAN COORDINATES (ANGSTROEM)
1 C -1.13244 -1.06038 -0.94859
2 C 0.22642 -0.91280 -1.54412
3 C 0.08124 -0.55913 -0.13029
4 C 1.83005 2.41611 1.54108
5 C -0.40640 3.43774 -1.18623
6 C 2.23060 -1.51717 1.79813
7 C 1.16792 2.30809 0.18243
8 N 0.06017 2.88973 -0.07909
9 O 0.79213 -3.10079 0.30629
10 O -0.27855 -2.09046 2.16540
11 S 0.61989 -1.91085 1.09779
12 H -1.75628 -0.22158 -1.09745
13 H -1.62680 -1.98261 -0.58875
14 H 0.75440 -1.79705 -1.96603
15 H 0.32293 -0.12206 -2.28940
16 H 1.02456 2.76870 2.17803
17 H 2.72229 3.02762 1.82283
18 H 2.08637 1.36973 1.76981
19 H -1.51934 3.89718 -1.22911
20 H -0.11248 3.06088 -2.10834
21 H 0.36299 0.45205 0.17050
22 H 3.01555 -1.41800 1.00930
23 H 2.20780 -0.65896 2.39061
24 H 2.32266 -2.36706 2.48354
25 H 1.86180 2.33830 -0.65251
26 H -0.43489 3.14096 0.75851

Computed properties:
- orbital gap (eV) = 7.937
- M (g mol⁻¹) = 177.269
- multiplicity = 1


Q: Which of them is the least stable? A: <Q>.


<P>
Formula: C10H13NO3
Source: the OMol25 dataset
Level of theory: the ωB97M-V functional and the def2-TZVPD basis

CARTESIAN COORDINATES (ANGSTROEM)
1 C 0.41192 2.06457 -1.66176
2 H -0.46850 1.50079 -1.96040
3 H 0.10673 3.08787 -1.45624
4 H 1.12770 2.08087 -2.48039
5 C 1.05126 1.44444 -0.42336
6 C 2.27194 2.22624 -0.00997
7 O 3.05677 2.74828 -0.75622
8 O 2.42593 2.24714 1.32119
9 H 3.24143 2.71581 1.56033
10 C 1.51991 -0.01372 -0.68622
11 N 0.45076 -0.89931 -1.06219
12 C -0.60896 -1.20469 -0.22228
13 C -1.86205 -1.44899 -0.78611
14 C -2.95112 -1.82772 -0.02531
15 C -2.81793 -1.96099 1.34332
16 C -1.58393 -1.72873 1.92615
17 C -0.48102 -1.36715 1.16948
18 O 0.73443 -1.17385 1.77618
19 H 0.63480 -1.31564 2.72505
20 H -1.46410 -1.83948 2.99684
21 H -3.65859 -2.24590 1.95631
22 H -3.90210 -2.00822 -0.50270
23 H -1.97188 -1.33953 -1.85655
24 H 0.14479 -0.76419 -2.01660
25 H 2.25149 -0.01003 -1.49811
26 H 1.99334 -0.39786 0.21714
27 H 0.34699 1.42997 0.41241

Computed properties:
- SMILES string = C[C@@H](CNc1ccccc1O)C(=O)O
- orbital gap (eV) = 8.453
- M (g mol⁻¹) = 195.218
- multiplicity = 1


<Q>
Formula: C10H13NO3
Source: the OMol25 dataset
Level of theory: the ωB97M-V functional and the def2-TZVPD basis

CARTESIAN COORDINATES (ANGSTROEM)
1 C -1.65954 1.10587 -2.98471
2 C -2.56637 0.83846 -1.92543
3 C -0.30427 1.20571 -2.63582
4 C -2.15788 0.55431 -0.62142
5 C 0.10903 1.02590 -1.29005
6 C -0.81420 0.78851 -0.27289
7 C 2.37617 -0.91799 0.36550
8 C 0.71679 -2.74310 -0.08648
9 C 0.66678 1.48088 2.97574
10 C -0.53207 0.51343 1.21167
11 N 1.74375 -1.75028 -0.38289
12 O 2.18299 -1.33883 1.68916
13 O -1.17757 -0.23264 1.90301
14 O 0.42339 1.31811 1.62817
15 H -2.02730 1.11327 -4.00668
16 H -3.65975 0.71362 -2.15424
17 H 0.38273 1.18525 -3.39864
18 H -2.70095 0.45528 0.36264
19 H 1.13288 1.25040 -1.04740
20 H 0.21118 -2.99745 -1.14866
21 H 1.15476 -3.69438 0.30799
22 H 0.01687 -2.20375 0.64014
23 H 0.86588 0.43882 3.38365
24 H -0.16932 1.90384 3.38860
25 H 1.35156 2.24148 3.24338
26 H 1.86116 -1.51533 -1.38519
27 H 2.57330 -0.73939 2.24086

Computed properties:
- orbital gap (eV) = 9.323
- M (g mol⁻¹) = 195.218
- multiplicity = 1


<R>
Formula: C10H13NO3
Source: the OMol25 dataset
Level of theory: the ωB97M-V functional and the def2-TZVPD basis

CARTESIAN COORDINATES (ANGSTROEM)
1 C -0.22811 3.37573 -0.44338
2 C 1.21410 1.68176 0.27442
3 C 1.54302 0.27026 0.05586
4 C 2.88451 -0.07317 0.41090
5 C 3.25795 -1.41567 0.32258
6 C 2.41034 -2.46983 -0.01537
7 C 1.14034 -2.09020 -0.25456
8 C 0.61448 -0.72478 -0.23607
9 C -1.79645 -0.38109 0.26063
10 C -3.16777 -0.78011 -0.17033
11 H -0.01148 3.86462 0.44780
12 H -1.16932 3.56521 -0.89817
13 H 0.42888 3.80632 -1.18350
14 H 3.61505 0.70653 0.57162
15 H 4.31525 -1.63210 0.59075
16 H 2.85663 -3.40740 -0.33509
17 H 0.46266 -2.91094 -0.14727
18 H -0.85964 -1.48517 -1.21991
19 H -1.59084 -0.90710 1.21592
20 H -1.98489 0.69367 0.55466
21 H -3.21173 -1.80720 -0.51235
22 H -3.45799 -0.03728 -0.95495
23 H -4.60137 -1.16182 0.89840
24 N -0.74471 -0.66524 -0.67702
25 O 0.03108 2.00696 -0.32816
26 O 1.91482 2.54180 0.77271
27 O -3.86478 -0.56378 0.99987

Computed properties:
- SMILES string = COC(=O)c1ccccc1NCCO
- orbital gap (eV) = 8.990
- M (g mol⁻¹) = 195.218
- multiplicity = 1


Q: Which of them is the least stable? A: <Q>.


<P>
Formula: CH2N2OS2
Source: the OMol25 dataset
Level of theory: the ωB97M-V functional and the def2-TZVPD basis

CARTESIAN COORDINATES (ANGSTROEM)
1 C 0.86136 0.01027 -0.11997
2 N 0.09456 -1.05223 -0.07202
3 N -2.30268 0.08084 0.14515
4 O 2.89948 1.34109 0.01421
5 S -1.46305 -1.21381 0.05542
6 S 2.52560 -0.06386 0.11777
7 H 0.62818 0.97871 -0.32670
8 H -3.24345 -0.08102 0.18614

Computed properties:
- orbital gap (alpha / beta) (eV) = 7.558 / 6.886
- M (g mol⁻¹) = 122.174
- multiplicity = 1


<Q>
Formula: CH2N2OS2
Source: the OMol25 dataset
Level of theory: the ωB97M-V functional and the def2-TZVPD basis

CARTESIAN COORDINATES (ANGSTROEM)
1 C -0.54347 0.91207 0.04572
2 N -1.16463 -0.18395 -0.37024
3 N -0.73482 -1.20574 -0.76709
4 O 1.34473 -1.68000 1.24100
5 S 1.36616 0.62238 -0.33600
6 S 1.47189 -1.40300 -0.19064
7 H -0.87225 1.69922 -0.67679
8 H -0.86760 1.23902 1.05405

Computed properties:
- orbital gap (alpha / beta) (eV) = 8.342 / 8.340
- M (g mol⁻¹) = 122.174
- multiplicity = 1


Q: Which of them is the least stable? A: <P>.